DFT (wB97M-V/def2-TZVPD) results for a 8-piece molecular cluster, C37H72BN4O25 overall at a distorted geometry.

Values from the calculation:
* multiplicity: 1
* total charge: -1
* E_LUMO: 2.08 eV
* gap between HOMO and LUMO: 0.3233 Eh

Element x y z (Å)
O 24.1377 -24.0477 -19.7276
O 21.9059 -30.3465 -13.4555
O 29.6428 -22.6603 -18.1201
O 21.7518 -22.0253 -13.3276
O 24.6814 -18.6741 -14.5365
O 24.0131 -26.3146 -20.0003
O 20.7509 -20.5393 -14.7459
O 25.4941 -25.9810 -26.9462
O 19.0062 -18.2367 -17.4387
O 22.6086 -22.0764 -19.6831
O 17.2414 -17.0988 -18.3724
O 22.7587 -30.2839 -22.1082
O 18.2979 -28.8478 -17.1116
O 22.4181 -21.9016 -15.4055
O 19.3135 -17.1124 -19.2408
O 26.7108 -18.6732 -13.9347
O 22.2917 -25.9824 -17.4449
O 24.2369 -22.1014 -18.1388
O 25.2116 -19.3746 -12.4278
O 22.5858 -23.8408 -18.0340
O 24.7070 -19.9365 -18.0049
O 26.0625 -28.1867 -23.7797
O 26.7827 -18.5676 -21.2602
O 22.7541 -34.3318 -19.9069
O 22.5901 -19.9360 -20.1305
N 23.1826 -31.1545 -19.3240
N 28.9810 -19.9870 -18.6258
N 20.3068 -30.9609 -16.2605
N 26.4444 -25.3743 -23.9539
C 25.9847 -26.0062 -22.6906
C 19.7374 -28.6186 -17.1741
C 22.0665 -31.3589 -14.4532
C 17.5255 -27.8243 -17.8093
C 20.3234 -17.8964 -17.3939
C 21.5935 -21.3494 -14.4115
C 23.6947 -33.9663 -20.9095
C 22.8379 -22.9639 -13.4704
C 21.9917 -29.6895 -21.0393
C 25.2471 -27.3963 -22.8914
C 25.4903 -24.7307 -26.2905
C 25.4750 -18.9765 -13.5231
C 25.3078 -24.8108 -24.6946
C 18.4082 -17.4977 -18.3497
C 25.3039 -17.7104 -15.3686
C 26.0917 -29.5922 -23.4596
C 27.9968 -20.8631 -17.9789
C 25.3950 -18.7107 -21.4241
C 22.7751 -29.7888 -19.6759
C 22.6416 -33.4874 -18.7887
C 26.7591 -18.0903 -15.2274
C 24.0919 -20.8902 -18.4830
C 20.3209 -29.5260 -15.9813
C 20.8503 -31.8073 -15.2588
C 28.2753 -19.0456 -19.5532
C 23.1513 -22.9595 -14.9501
C 23.0352 -20.8935 -19.5359
C 30.2962 -22.5246 -16.8525
C 22.1009 -32.0466 -19.0590
C 28.3052 -22.4392 -18.0916
C 25.2580 -25.9960 -28.3401
C 22.0945 -31.0717 -23.0513
C 23.8058 -25.3037 -19.3723
C 27.4085 -19.6433 -20.6624
C 22.7050 -30.4325 -12.2609
C 22.8273 -25.1032 -18.1154
C 20.5479 -17.7033 -18.8737
B 23.4230 -23.0251 -18.9597
H 29.8907 -21.7440 -16.2089
H 22.8091 -31.1115 -23.8733
H 21.7148 -32.0119 -22.6515
H 27.7424 -22.7641 -18.9667
H 26.8247 -26.2223 -22.0303
H 21.4825 -31.9957 -19.9552
H 24.7395 -33.9115 -20.6039
H 25.0095 -16.6646 -15.2814
H 22.0695 -29.4200 -18.9315
H 23.6769 -34.7669 -21.6489
H 21.9795 -34.0603 -18.1395
H 26.7254 -20.4150 -20.3073
H 27.9261 -23.0755 -17.2919
H 24.3555 -25.4786 -28.6653
H 26.3328 -24.0530 -26.4286
H 31.3718 -22.3486 -16.8717
H 25.0744 -18.0713 -16.3712
H 26.6867 -29.9153 -22.6053
H 22.4303 -32.3366 -14.1373
H 20.1622 -31.9926 -14.4340
H 26.9346 -20.6318 -18.0588
H 24.9463 -19.0148 -20.4784
H 25.2479 -27.8141 -21.8847
H 24.4115 -25.4008 -24.5030
H 23.6135 -33.5555 -18.2998
H 20.6542 -18.6923 -19.3195
H 24.2377 -22.9991 -15.0293
H 17.5428 -27.7668 -18.8976
H 21.4947 -31.7447 -18.2049
H 26.1570 -25.6571 -28.8550
H 25.2556 -19.4974 -22.1655
H 27.5207 -18.4918 -18.9947
H 27.4841 -17.2865 -15.3553
H 21.3222 -29.1540 -15.7646
H 30.2653 -23.4862 -16.3402
H 24.6402 -24.1641 -26.6703
H 20.8961 -18.7488 -17.0286
H 17.9132 -26.8364 -17.5608
H 28.1149 -20.4576 -16.9741
H 25.1843 -23.7508 -24.4730
H 23.7939 -31.5276 -20.0362
H 22.6664 -23.9640 -13.0723
H 23.4906 -33.0314 -21.4315
H 22.8865 -23.9220 -15.3878
H 22.8386 -31.0958 -15.1762
H 24.2369 -27.3413 -23.2973
H 22.7692 -31.3058 -11.6118
H 16.5220 -27.9271 -17.3964
H 28.2005 -20.0020 -21.3199
H 26.6138 -26.2391 -24.4475
H 21.3527 -16.9971 -19.0773
H 21.3046 -30.4395 -23.4570
H 19.9233 -27.5559 -17.0185
H 24.9592 -17.7423 -21.6699
H 23.6674 -29.1764 -19.8054
H 29.6473 -20.5905 -19.0862
H 25.0061 -27.0040 -28.6697
H 25.4145 -25.2469 -22.1555
H 23.7602 -30.3322 -12.5149
H 20.6772 -16.9763 -16.9287
H 21.0977 -30.3105 -21.0966
H 25.0446 -29.7811 -23.2230
H 20.1531 -29.0957 -18.0616
H 21.5134 -28.7310 -21.2406
H 22.5407 -29.5397 -11.6575
H 23.7768 -22.6063 -13.0477
H 26.3709 -30.1089 -24.3778
H 27.0150 -18.8181 -15.9975
H 19.3619 -31.0841 -16.5951
H 28.9203 -18.2763 -19.9779
H 19.6402 -29.3039 -15.1595
H 21.0043 -32.8093 -15.6593

DFT (wB97M-V/def2-TZVPD) results for one molecule with the formula C10H10 at a distorted geometry.

Values from the calculation:
* SMILES: C#CC1=C(C)[C@H]2C[C@H]2C1=C
* multiplicity: 1
* E_LUMO: 0.98 eV
* gap between HOMO and LUMO: 0.3460 Eh

Element x y z (Å)
C -3.4536 -0.0837 0.3417
C -0.3917 2.3746 -0.2566
C -1.0449 -2.5709 -0.2006
C -2.2527 0.0645 0.2410
C 1.9654 -0.3234 0.5865
C -0.0268 0.9170 -0.2684
C -0.2518 -1.4996 -0.1432
C 1.3468 0.3110 -0.5602
C -0.8833 -0.0586 -0.0551
C 1.1928 -1.2138 -0.3298
H -0.1820 3.0044 -1.0921
H 1.7537 -1.9785 -0.9403
H -0.7513 -3.4438 -0.6291
H 1.4646 -0.1823 1.6014
H -2.1731 -2.4353 -0.2845
H 1.8134 0.8403 -1.4231
H -1.5251 2.2374 -0.0758
H -4.4579 -0.2944 0.5349
H -0.0081 2.8701 0.6965
H 3.0885 -0.4910 0.6771

DFT (wB97M-V/def2-TZVPD) results for a 6-piece molecular cluster, C28H44F5O21P overall at a distorted geometry.

Values from the calculation:
* SMILES: COCCCCCCCCCO[P@](=O)(O)OC[C@@H](C)O.O=C1OC[C@@H](F)O1.O=C1OC[C@@H](F)O1.O=C1OC[C@@H](F)O1.O=C1OC[C@@H](F)O1.O=C1OC[C@@H](F)O1
* multiplicity: 1
* E_LUMO: 0.21 eV
* gap between HOMO and LUMO: 0.3456 Eh

Element x y z (Å)
P -2.0895 4.2378 3.3402
F 5.9702 7.3866 -0.6163
F 2.2584 -0.8808 -3.0679
F -0.1682 -7.3479 1.3675
F -2.1142 -1.4308 -6.1597
F 2.9818 -2.6466 4.2731
O -4.4411 -1.5758 -0.5073
O 2.1408 -4.4445 -0.4368
O 3.8899 -1.6331 2.4772
O -1.9379 4.4613 1.6948
O -6.0660 -0.2678 -4.5319
O -4.1787 -1.2555 -5.2698
O -3.6349 4.5216 3.8946
O 1.8647 -2.4960 -1.5415
O 3.0240 4.0895 -0.3614
O -0.0984 -7.5475 -2.0636
O -4.6957 0.8262 -5.9425
O -1.1407 5.1358 4.1143
O 5.3010 -0.3390 1.2897
O -2.1602 4.8985 -0.9810
O -1.6300 2.6588 3.6728
O 4.7278 5.5106 -0.7605
O 5.8838 -1.0614 3.3413
O -0.8098 -9.6628 -2.3568
O -0.4530 -8.8655 -0.2779
O 2.7941 6.2818 0.0889
O 3.8155 -3.6059 -1.6797
C 0.3143 -7.7602 0.1674
C -0.1733 -1.6069 3.1941
C -3.3973 0.5297 -6.4530
C 3.7139 7.3721 0.0789
C -3.3682 -0.9695 -6.3946
C 0.0729 -6.7360 -0.9000
C 3.4728 5.1865 -0.3433
C -0.6238 -1.8592 -0.1868
C -3.1997 -2.2864 -0.4936
C 0.0368 0.9270 3.0262
C -0.4222 6.1875 0.1270
C 3.8978 -2.5047 -2.5818
C 5.1669 -1.7545 4.3634
C -1.9822 6.0318 -0.1195
C -0.2833 -2.9099 0.9341
C -0.7207 2.2327 2.6146
C -2.6480 5.6300 1.2472
C 4.1318 -2.4984 3.5726
C 2.8272 -1.5919 -2.0629
C 4.7351 6.9168 -0.9218
C -0.9534 -0.2513 3.4171
C -2.0695 -1.2664 -0.1228
C -4.6698 -0.9626 -1.7746
C 2.5656 -3.5964 -1.1534
C -0.9725 -2.6627 2.3195
C 5.0490 -0.9487 2.2753
C -5.0763 -0.2342 -5.1824
C -0.4876 -8.7768 -1.6369
H 3.6946 -2.8507 -3.5980
H 4.4610 -3.4726 3.2021
H -0.0374 -2.0571 4.2113
H 0.1689 -1.0734 -0.2498
H -3.2770 0.9120 -7.4657
H 5.8241 -2.4183 4.9232
H -0.1977 6.3417 1.2115
H -2.6244 6.4757 1.9790
H 0.9096 -6.0503 -1.0173
H 1.3595 -8.0598 0.2768
H 4.4942 7.1674 -1.9580
H 4.7249 -1.0315 5.0528
H 4.1360 7.5010 1.0781
H -2.0601 -2.4363 2.2785
H -3.7806 -1.4635 -7.2779
H -1.4716 4.9215 -1.6512
H 0.8176 -2.8255 1.1214
H -0.8905 -3.6273 2.8870
H -0.0002 7.0163 -0.4922
H 3.1566 -0.9124 -1.2724
H -2.6405 0.9865 -5.8109
H -4.1230 -1.4624 -2.6071
H -1.2032 -0.1344 4.5003
H -0.8368 -6.1559 -0.7248
H -3.7054 5.3428 1.0411
H -3.9638 5.3553 3.5341
H -5.7489 -0.9727 -2.0539
H -2.4398 6.9482 -0.5505
H -1.9152 -0.1924 2.8643
H -0.5554 -2.4032 -1.1647
H 0.7119 1.1657 3.8771
H -4.2944 0.0955 -1.7326
H 0.0473 3.0255 2.4263
H -2.1159 -0.4399 -0.8795
H -0.4293 -3.9708 0.6139
H 0.8547 -1.4352 2.7996
H 0.6344 0.6007 2.1387
H -3.2475 -3.0558 0.3142
H -2.9873 -2.8113 -1.4547
H -1.2996 2.0198 1.6811
H 4.8862 -2.0486 -2.5561
H 3.2218 8.2978 -0.2166
H 0.0713 5.2352 -0.1614
H -2.2989 -0.8317 0.8729

DFT (wB97M-V/def2-TZVPD) results for a 2-piece molecular cluster, C3H3ClFO2 overall at a distorted geometry.

Values from the calculation:
* multiplicity: 3
* total charge: -1
* E_LUMO (spin up / spin down): 3.33 / 3.31 eV
* gap between HOMO and LUMO (spin up / spin down): 0.1253 / 0.3197 Eh

Element x y z (Å)
Cl -3.3141 -0.3150 -0.5235
F -2.0960 1.7852 0.4101
O 2.7534 1.1528 -0.6515
O 0.8221 -0.2615 -0.4895
C 2.1231 0.1634 -0.3208
C -1.8614 0.4386 0.2041
C 1.9878 -0.8967 0.5196
H -0.8902 0.1729 -0.3525
H 2.1692 -2.0227 0.0735
H -1.6938 -0.2169 1.1307

DFT (wB97M-V/def2-TZVPD) results for C45H41S4Sb2SiTi as an isolated structure.

Values from the calculation:
* multiplicity: 1
* total charge: -1
* E_LUMO (spin up / spin down): 2.28 / 2.29 eV
* gap between HOMO and LUMO (spin up / spin down): 0.2369 / 0.2369 Eh

Element x y z (Å)
Sb -0.4326 0.0408 2.9532
Sb 1.9350 -0.2976 -0.5672
Ti -0.7517 0.5624 -0.5883
S -2.1136 -1.2897 0.0294
S -2.1281 2.5981 -0.9246
S -3.7513 1.5986 -0.0793
S -3.6932 -0.2815 -0.8898
Si -0.6353 0.3946 -3.1825
C 1.6155 -3.2808 -1.3174
C 3.0225 -0.1286 1.3347
C 4.9279 0.0145 3.4227
C 1.5524 4.2554 -4.8368
C 4.2968 1.1598 2.9637
C -3.6717 -1.8045 5.2616
C -2.5707 -0.5308 -5.1617
C 2.4155 0.6799 6.2456
C 1.7895 0.2926 5.0675
C -3.7577 -0.5030 -5.8842
C 1.3197 -4.6324 -1.1847
C -2.4664 -1.4897 4.6528
C 0.2559 -1.1099 -3.9257
C -0.2167 1.3998 5.7599
C -2.3054 0.3859 -4.1415
C 1.4555 -3.3635 -5.1028
C 0.3007 2.6999 1.5833
C -4.7182 0.4580 -5.6142
C 1.0899 -2.9381 0.9820
C 0.4739 0.6539 4.8086
C 3.6940 -1.2658 1.7955
C -4.4705 1.3959 -4.6209
C 0.4003 1.7867 6.9408
C -0.3126 2.7334 -4.8792
C -0.8714 2.0639 2.3192
C 1.7220 1.4290 7.1849
C -4.6643 0.1498 4.2891
C 0.8973 -5.1399 0.0356
C 2.1316 3.4897 -3.8336
C -2.3368 -0.3489 3.8638
C -0.3567 -2.3656 -3.8830
C 2.1017 -2.1347 -5.1217
C 3.3645 1.0822 1.9369
C 0.3254 3.8699 -5.3587
C -3.2861 1.3561 -3.9019
C 0.2158 -3.4738 -4.4860
C -4.7766 -0.9832 5.0800
C 0.2463 1.9519 -3.8668
C 1.4988 -1.0199 -4.5524
C -3.4523 0.4633 3.6864
C 0.7444 1.9980 0.2929
C 4.6212 -1.2018 2.8275
C 1.4807 2.3612 -3.3582
C 1.4903 -2.4090 -0.2413
C 0.7890 -4.2852 1.1229
H -1.2690 2.4543 -5.3051
H -3.7520 -2.6953 5.8730
H -0.1406 4.4561 -6.1421
H 1.7882 2.2595 0.0890
H 2.9220 2.0057 1.5963
H 3.4460 0.3959 6.4236
H 0.2798 2.4855 -0.5848
H 1.9578 1.7808 -2.5773
H -1.6139 -2.1459 4.8001
H -3.3900 1.3456 3.0607
H 3.0905 3.7722 -3.4150
H -5.6461 0.4801 -6.1734
H 2.3427 -0.2945 4.3411
H 1.4263 -5.2878 -2.0413
H 3.0725 -2.0384 -5.5934
H -1.8389 -1.2841 -5.4177
H 0.9987 -2.2887 1.8443
H -0.1497 2.3659 7.6731
H -1.1148 2.6314 3.2226
H 4.5242 2.1224 3.4066
H 1.9715 -2.9141 -2.2702
H -5.5231 0.7915 4.1325
H 1.1495 2.7333 2.2739
H 0.6613 -6.1921 0.1406
H 0.4661 -4.6654 2.0855
H 1.9178 -4.2308 -5.5586
H 0.0496 3.7484 1.3725
H -1.7644 2.0520 1.6962
H -1.2520 1.6747 5.5841
H 2.0507 5.1431 -5.2069
H 3.5050 -2.2249 1.3322
H -0.2941 -4.4293 -4.4541
H 5.1135 -2.1091 3.1581
H -5.7217 -1.2307 5.5476
H -5.2042 2.1619 -4.3984
H 2.0036 -0.0621 -4.6078
H 5.6541 0.0684 4.2248
H -1.3108 -2.4770 -3.3765
H -3.9244 -1.2374 -6.6640
H -3.1204 2.1007 -3.1344
H 2.2048 1.7315 8.1061

DFT (wB97M-V/def2-TZVPD) results for a 14-piece molecular cluster, H28O14 overall at a distorted geometry.

Values from the calculation:
* multiplicity: 1
* E_LUMO: -0.70 eV
* gap between HOMO and LUMO: 0.3775 Eh

Element x y z (Å)
O -3.3932 -1.2000 3.7054
O 2.4177 -1.5073 3.9409
O -3.2352 3.5907 2.8167
O 3.2817 -3.3182 1.1662
O 3.7234 2.0424 -2.3725
O -0.4491 -0.2478 0.6352
O -3.0038 2.8969 -1.9537
O 1.6516 2.9034 1.1142
O 0.4074 -4.0707 0.8916
O -2.5058 -0.5842 -1.9808
O 3.9171 -0.2025 -1.1592
O 1.2691 -1.8152 -4.2800
O 0.4172 1.9127 -3.1106
O -3.2804 -1.2113 0.7361
H -3.6244 3.2325 2.0699
H 0.4064 -4.2693 1.7882
H -0.1987 1.1918 -3.1482
H -3.2225 -0.1000 -2.2868
H -0.0145 0.3030 -0.0365
H 1.4112 -1.6880 -3.3378
H 2.9875 -2.5684 0.7166
H -1.0786 0.3489 1.0198
H -2.5328 3.7759 -2.0968
H -3.5271 4.5414 2.6927
H -3.8826 -1.6708 0.2657
H -0.1207 2.7183 -3.1381
H 4.2623 0.6763 -1.0243
H -3.4689 -0.4576 3.1216
H 3.4642 -0.4624 -0.2828
H 3.0236 2.3516 -1.7416
H 2.5697 2.7658 0.9929
H 2.1669 -0.6603 4.0226
H 1.3454 2.2255 0.4799
H -2.3028 2.2863 -2.1510
H -1.9507 0.1664 -1.7593
H 0.2409 -1.7831 -4.2376
H 3.4360 1.1850 -2.6801
H 1.3296 -4.2056 0.6961
H 1.6540 -2.0941 3.9976
H 3.1577 -4.1334 0.6352
H -2.6039 -1.8548 1.0725
H -4.1447 -1.0098 4.1997

DFT (wB97M-V/def2-TZVPD) results for one molecule with the formula C4H8FOP at a distorted geometry.

Values from the calculation:
* SMILES: C[PH2]=C(F)C(C)=O
* multiplicity: 1
* E_LUMO: 0.57 eV
* gap between HOMO and LUMO: 0.3093 Eh

Element x y z (Å)
P 1.8350 -0.6216 -0.3089
F 0.9995 1.1467 1.5433
O -0.1234 0.7981 -1.7564
C -0.0290 1.2051 -0.5727
C 1.0854 0.8471 0.2659
C 1.2646 -2.4613 0.2451
C -0.9019 2.3940 -0.0794
H -1.2221 2.3243 0.8955
H 3.2650 -0.8902 0.0657
H 2.0368 -3.2544 0.5505
H 0.3008 -2.7129 0.5140
H 1.3168 -2.8879 -0.7461
H 1.5508 0.0477 -1.5127
H -0.4400 3.3383 -0.2030
H -1.6822 2.3003 -0.8456

| no. | total energy (Ha) |
| --- | --- |
| 1 | -3577.8538 |
| 2 | -386.8825 |
| 3 | -3514.1161 |
| 4 | -826.4587 |
| 5 | -4951.6389 |
| 6 | -1070.0246 |
| 7 | -673.5112 |